[1]
{"formula": "BrClFNO", "method": "ωB97M-V with the def2-TZVPD basis set", "symbols": ["N", "O", "F", "Cl", "Br"], "coordinates": [[-0.5421, -1.0997, -0.6228], [-0.3606, -0.7880, -1.6877], [-0.4739, 0.9103, 2.1599], [0.4132, 1.0646, -2.0202], [0.9635, -0.0871, 2.1708]], "nbo_charge": [0.330, -0.005, -0.436, -0.332, 0.442], "e_above_lowest_ev": 2.290, "homo_lumo_gap_ha": [0.299, 0.298], "multiplicity": 1, "fmax_ev_per_a": 3.20}

[2]
{"formula": "BrClFNO", "method": "ωB97M-V with the def2-TZVPD basis set", "symbols": ["N", "O", "F", "Cl", "Br"], "coordinates": [[0.2137, 0.6616, 0.5746], [-0.5268, -0.2677, 0.8517], [0.1330, 1.3046, -0.7550], [-0.8382, -1.4632, -0.4031], [2.7867, -0.7204, 0.1034]], "nbo_charge": [0.363, -0.239, -0.284, 0.157, 0.003], "e_above_lowest_ev": 1.272, "homo_lumo_gap_ha": [0.318, 0.265], "multiplicity": 3, "s2": 2.019, "fmax_ev_per_a": 3.21}

[3]
{"formula": "BrClFP", "method": "ωB97M-V with the def2-TZVPD basis set", "symbols": ["F", "P", "Cl", "Br"], "coordinates": [[-1.1217, -0.1569, 0.6313], [0.4283, -0.4447, 0.5167], [1.1029, 0.2135, -1.8897], [1.0919, 1.4812, 1.1005]], "nbo_charge": [-0.575, 1.208, -0.483, -0.149], "e_above_lowest_ev": 1.180, "homo_lumo_gap_ha": 0.324, "multiplicity": 1, "fmax_ev_per_a": 2.68}

[4]
{"formula": "BrClH2O2Si", "method": "ωB97M-V with the def2-TZVPD basis set", "symbols": ["O", "Si", "O", "Br", "H", "Cl", "H"], "coordinates": [[0.3169, -1.5620, 0.5458], [-0.3097, -0.6455, -0.4547], [-1.8407, -0.1073, -0.7101], [0.8883, 0.2913, -2.0903], [-2.4319, 0.0564, -0.0281], [1.3465, 1.3521, 1.7843], [2.0306, 0.6151, 0.9532]], "nbo_charge": [-1.178, 2.055, -1.083, -0.322, 0.517, -0.275, 0.287], "e_above_lowest_ev": 2.840, "homo_lumo_gap_ha": 0.393, "multiplicity": 1, "fmax_ev_per_a": 3.47}

[5]
{"formula": "BrClHOP", "method": "ωB97M-V with the def2-TZVPD basis set", "symbols": ["O", "P", "Br", "Cl", "H"], "coordinates": [[0.0709, -2.4039, -0.3782], [-0.5091, -1.7717, -1.5901], [0.8376, 0.0476, -2.1099], [0.2523, 2.4795, 2.1051], [-0.6517, 1.6486, 1.9731]], "nbo_charge": [-0.950, 1.287, -0.337, -0.250, 0.250], "e_above_lowest_ev": 0.988, "homo_lumo_gap_ha": 0.337, "multiplicity": 1, "fmax_ev_per_a": 2.00}

[6]
{"formula": "BrClIO3P", "method": "ωB97M-V with the def2-TZVPD basis set", "symbols": ["O", "O", "O", "P", "Cl", "Br", "I"], "coordinates": [[0.1934, -0.0776, 1.7966], [-0.2380, -0.8747, -0.7680], [-0.2287, 1.9364, -0.3383], [0.5349, -0.0395, 0.3938], [-1.2375, -2.2807, -0.5456], [-1.9308, 1.5659, -0.3055], [2.9067, -0.2298, -0.2331]], "nbo_charge": [-0.993, -0.831, -0.802, 1.959, 0.324, 0.323, 0.020], "e_above_lowest_ev": 2.368, "homo_lumo_gap_ha": 0.250, "multiplicity": 1, "fmax_ev_per_a": 4.42}

[7]
{"formula": "BrClN2O2", "method": "ωB97M-V with the def2-TZVPD basis set", "symbols": ["N", "N", "O", "O", "Cl", "Br"], "coordinates": [[0.7291, 0.5083, 1.1013], [-1.1467, -1.1184, -0.6932], [-0.5242, -0.7055, 0.2444], [-1.4032, -0.9466, -1.8430], [-0.0151, 2.1625, 0.9214], [2.3601, 0.0998, 0.2691]], "nbo_charge": [-0.361, 0.547, -0.243, -0.248, 0.083, 0.223], "e_above_lowest_ev": 1.919, "homo_lumo_gap_ha": [0.320, 0.316], "multiplicity": 1, "fmax_ev_per_a": 2.69}

[8]
{"formula": "BrCu", "method": "ωB97M-V with the def2-TZVPD basis set", "symbols": ["Cu", "Br"], "coordinates": [[-0.3077, -1.2034, -0.4526], [0.3077, 1.2034, 0.4526]], "nbo_charge": [0.917, 0.083], "e_above_lowest_ev": 0.147, "homo_lumo_gap_ha": [0.373, 0.267], "multiplicity": 2, "s2": 0.753, "charge": 1, "fmax_ev_per_a": 0.90}

[9]
{"formula": "BrFHOPS", "method": "ωB97M-V with the def2-TZVPD basis set", "symbols": ["O", "P", "F", "S", "Br", "H"], "coordinates": [[-0.7491, -0.6108, 0.9805], [0.3959, -0.2152, -0.0960], [-0.2483, -0.6212, -1.4330], [2.0504, -1.1342, 0.1614], [0.1306, 2.5465, -0.5848], [-1.5797, 0.0349, 0.9720]], "nbo_charge": [-0.973, 1.718, -0.550, -0.376, -0.360, 0.541], "e_above_lowest_ev": 1.302, "homo_lumo_gap_ha": 0.286, "multiplicity": 1, "fmax_ev_per_a": 3.33}

[10]
{"formula": "BrFHP", "method": "ωB97M-V with the def2-TZVPD basis set", "symbols": ["F", "P", "Br", "H"], "coordinates": [[-0.2254, 1.7418, 0.5181], [-0.2096, -0.0226, -0.7005], [1.5091, -1.1448, 0.1310], [-1.0742, -0.5744, 0.0514]], "nbo_charge": [-0.613, 0.897, -0.171, -0.114], "e_above_lowest_ev": 2.005, "homo_lumo_gap_ha": 0.345, "multiplicity": 1, "fmax_ev_per_a": 6.05}

[11]
{"formula": "BrH10O5", "method": "ωB97M-V with the def2-TZVPD basis set", "symbols": ["Br", "O", "H", "H", "O", "H", "H", "O", "H", "H", "O", "H", "H", "O", "H", "H"], "coordinates": [[0.6804, -0.3140, -0.8936], [-2.6210, -0.5903, -2.1756], [-1.6812, -0.6196, -1.9591], [-2.7210, -1.2238, -2.8890], [-0.0004, -3.1917, 0.7293], [-0.2287, -2.3105, 0.4106], [0.3318, -3.6434, -0.0482], [2.0810, 2.4513, 0.5856], [1.6562, 1.7299, 0.1028], [1.3810, 3.0922, 0.7221], [-2.2612, 1.7820, -0.6221], [-2.1057, 2.6503, -0.2447], [-1.4419, 1.3001, -0.4594], [2.5621, -0.0713, 2.2177], [2.2867, -0.6812, 1.5274], [2.0818, -0.3601, 2.9961]], "nbo_charge": [-0.946, -0.955, 0.495, 0.448, -0.973, 0.499, 0.461, -0.962, 0.499, 0.446, -0.950, 0.447, 0.493, -0.944, 0.488, 0.454], "e_above_lowest_ev": 0.523, "homo_lumo_gap_ha": 0.326, "multiplicity": 1, "charge": -1, "fmax_ev_per_a": 0.63}

[12]
{"formula": "BrH10O5", "method": "ωB97M-V with the def2-TZVPD basis set", "symbols": ["Br", "O", "H", "H", "O", "H", "H", "O", "H", "H", "O", "H", "H", "O", "H", "H"], "coordinates": [[-0.0010, -0.4910, -0.2502], [-1.5628, 0.5265, 2.7503], [-2.4894, 0.5411, 2.5105], [-1.0985, 0.5176, 1.9133], [1.3193, 0.9137, -3.1030], [1.2353, 0.1578, -3.6842], [0.8791, 0.6462, -2.2962], [-1.7930, -2.1921, -2.3555], [-2.4843, -1.6105, -2.6720], [-1.3452, -1.6859, -1.6777], [0.9606, 2.8821, 1.1477], [1.6167, 3.4493, 0.7425], [1.0282, 2.0564, 0.6682], [1.1360, -2.2390, 2.2701], [0.7182, -1.7889, 1.5359], [1.8806, -1.6832, 2.5000]], "nbo_charge": [-0.917, -0.957, 0.454, 0.494, -0.974, 0.460, 0.498, -0.976, 0.451, 0.496, -0.950, 0.454, 0.492, -0.973, 0.494, 0.454], "e_above_lowest_ev": 0.177, "homo_lumo_gap_ha": 0.337, "multiplicity": 1, "charge": -1, "fmax_ev_per_a": 1.11}